Entry 1:
C25H25BrClN6NiO9 as an isolated structure, computed with the ωB97M-V functional and the def2-TZVPD basis.

The geometry in ORCA input format:
```
! wB97M-V def2-TZVPD RIJCOSX def2/J DEFGRID3
* xyz -1 3
H 0.54501 3.78942 3.93667
N -3.13374 2.76817 -0.70461
C 1.51371 -0.22696 -2.51390
H -4.57903 3.96524 -1.56776
C -4.50921 3.21548 -0.78060
O 3.17294 -1.76978 -0.31005
Cl -1.93123 -1.53281 -1.75861
N 1.09462 1.59891 0.97760
H 2.82861 2.66957 0.71130
O -2.05075 0.11831 4.48098
C 0.60925 -5.55013 0.83287
H -4.13406 -0.18413 2.21980
H 1.62213 -7.44064 0.70595
C 0.72686 -4.17693 0.74820
H -5.60181 0.04457 -0.23691
H -2.11575 3.59727 7.29717
H -0.11331 -3.51032 0.88893
Br -1.06631 -6.35203 1.22607
C -0.63527 2.02798 4.07360
H -6.43483 2.29813 -1.17214
O -1.38611 -2.53752 -2.63125
H 4.39086 1.11612 -3.63975
C -3.57681 -0.29792 1.28751
C 3.53920 0.91951 -3.00015
C -1.69920 3.15961 6.39556
Ni 0.02785 0.00338 0.30372
C 3.40609 1.58318 -1.79033
N 2.92040 -5.86575 0.36006
H 4.01138 -4.13807 0.02432
N 1.37646 0.41728 -1.36068
H -1.55565 -0.12156 3.65440
C -2.09048 3.60857 -1.26409
C 2.18528 -2.15701 0.31375
H -1.14535 3.08088 -1.21001
H -5.78950 1.35245 0.93225
C 1.97627 -3.65578 0.45361
H -0.38070 4.82012 6.00369
H -3.88655 -1.20833 0.77594
C -5.38610 2.01532 -1.07540
H 4.14556 2.29911 -1.45156
O -1.67843 -0.21046 -2.28578
C -5.21903 1.02474 0.05616
H -4.82122 3.68959 0.15906
H -2.52495 -0.37295 1.51293
O -1.24834 -1.65983 -0.43504
H 2.65218 -0.55474 -4.29732
C -0.09515 1.44270 2.80912
C 1.71340 -6.36146 0.63801
C 2.31392 1.30119 -0.99079
N -3.82168 0.85900 0.43833
C 2.11919 1.94753 0.31793
H -2.31615 3.83448 -2.30906
C 3.03271 -4.53682 0.26360
O -0.51442 0.29138 2.44444
C -2.13397 1.91730 5.97871
H -5.05574 1.56411 -2.01382
C -1.60458 1.33708 4.82449
C -2.80067 1.62017 -0.03612
C -0.72655 3.84883 5.67198
O 1.28123 -1.44665 0.87445
H -2.88213 1.36483 6.53482
N 0.80426 2.17883 2.16994
O -1.60400 1.34024 0.11390
H -1.99839 4.54812 -0.71146
C 2.58018 -0.00220 -3.37060
H 0.74838 -0.95065 -2.75933
C -0.20761 3.27810 4.52291
O -3.34467 -1.73045 -1.55763
*
```

As for the orbital gap (spin up / spin down): 7.8 / 7.8 eV. For the highest occupied orbital energy (spin up / spin down), the calculation gives -5.55 / -5.54 eV.

Results of the Mulliken charge analysis, in e, for atoms 1 through 5: atom 1 (H): 0.45, atom 2 (N): 0.21, atom 3 (C): -0.21, atom 4 (H): 0.38, atom 5 (C): -0.67



Entry 2:
C25H25CaIN8 as an isolated structure at a distorted geometry, computed with the ωB97M-V functional and the def2-TZVPD basis.

The geometry in ORCA input format:
```
! wB97M-V def2-TZVPD RIJCOSX def2/J DEFGRID3
* xyz 2 1
C 0.71765 4.91866 3.67940
C 1.70726 4.03963 3.22294
C 1.39279 3.03399 2.33322
H 3.36274 -2.05780 2.18236
H 2.18824 2.37497 1.97320
C 2.72329 0.77711 -0.72803
H 2.09123 -2.67588 1.05432
H -3.87328 -0.12565 -1.89002
N -2.10779 3.25017 1.90100
H -2.86005 0.68177 -4.19679
C 0.73743 -0.69209 -6.06490
C -0.50223 -0.17965 -5.77185
C -3.05778 1.26261 0.82860
H 5.24799 -0.95829 0.17847
H 2.74534 4.20492 3.44933
H 2.66944 -1.31149 -5.33042
C 3.12078 -2.25024 1.12274
H -1.78943 -6.10838 1.29597
N -0.82644 -2.81910 1.30608
H -1.41558 -4.17997 -0.17936
C -1.60355 -4.85508 3.08456
C -0.82837 -0.01947 -4.42277
H -1.11829 -3.40148 4.63183
N -0.57828 1.76017 1.27375
N 4.36431 -0.50184 -0.04079
C 0.03940 -0.38353 -3.38875
H -3.58297 0.96117 1.77337
C 1.66551 -0.98754 -5.03592
C 4.10219 0.68197 -0.73987
C 3.19130 -0.99056 0.36534
H -1.39496 5.51405 3.59289
H 3.86969 -2.97660 0.80441
Ca -0.30754 -0.47402 0.31095
C -1.82601 0.21365 -2.43864
H -3.02541 3.70649 1.93798
C -0.69445 -2.68871 2.62008
C -1.64390 -5.10630 1.72055
H -3.29463 -0.67423 0.15822
H -2.06967 -5.59790 3.79785
I 0.39790 -0.92558 3.41157
H 4.90424 1.31031 -1.19304
N -2.77907 0.18138 -0.10734
C -3.00799 0.48625 -1.52131
N -1.96728 0.39260 -3.76466
C 0.07575 2.85153 1.88996
H 2.07567 1.55699 -1.15517
C 1.28037 -0.92149 -3.69884
H 1.93517 -1.25848 -2.91121
C -1.12551 -3.66330 3.54576
C -1.27870 -4.08100 0.88554
H 0.97537 5.74975 4.33776
C -0.60700 4.79247 3.29080
C -1.85926 2.08215 1.27584
H -3.71947 1.99402 0.30139
H 0.96311 -0.88489 -7.11466
H -3.22966 1.61071 -1.58031
H -1.27394 0.03365 -6.53692
N 2.18605 -0.23405 0.02962
N -0.59722 -0.17013 -2.14518
C -0.88450 3.73159 2.38910
*
```

For the energy above the lowest of the compared OMol25 structures with the same formula, charge and spin, the calculation gives 0.0 kcal per mole. As for the orbital gap: 8.2 eV. For the highest occupied orbital energy, the calculation gives -13.60 eV.

Results of the Mulliken charge analysis, in e, for atoms 1 through 5: atom 1 (C): -0.34, atom 2 (C): -0.85, atom 3 (C): -0.16, atom 4 (H): 0.28, atom 5 (H): 0.33



Entry 3:
C25H25ClN3O2SZn as an isolated structure, computed with the ωB97M-V functional and the def2-TZVPD basis.

The geometry in ORCA input format:
```
! wB97M-V def2-TZVPD RIJCOSX def2/J DEFGRID3
* xyz -1 1
H -0.18690 1.50020 1.07674
N -1.41914 -0.20720 -0.59263
Cl 4.23589 -1.73628 -7.16205
C 0.47167 0.98754 1.78170
C -3.13079 1.62427 -1.55131
H -4.05966 -0.74588 -0.06083
C -4.81781 3.73058 -0.86866
H 4.83526 -0.45229 -1.71175
H 3.25581 -0.23946 -2.47768
C -3.47027 3.75084 -0.50608
C 3.05740 0.97657 1.67041
C -5.72142 4.87789 -0.49661
H -0.57417 -2.23142 -2.81178
H -4.82532 0.72410 -2.47432
C 3.27021 -0.02389 -0.33222
C 3.13901 -1.91600 -5.80483
H 2.63385 -3.85730 -3.09743
C 0.46301 -2.32035 -2.47426
C 3.34445 -2.92579 -4.88517
O -2.86249 -0.70561 -2.62847
C -5.30045 2.63793 -1.57776
C 3.76752 -0.64446 -1.59986
H 0.60080 1.62333 2.65910
H 4.18145 -3.60223 -5.00469
O -0.94700 0.87873 -2.70783
Zn 0.53416 -0.85467 -1.05722
H -4.80165 -2.68729 1.31247
H -5.76745 5.00997 0.58642
H -5.35479 5.81334 -0.92456
C 1.80640 0.69550 1.16922
C -2.79513 -3.39662 1.63167
H 5.07767 0.58380 0.75460
C -1.97816 -1.26419 0.12197
N -1.06468 -2.10624 0.60776
C -2.62695 2.70825 -0.84115
C -3.34848 -1.44647 0.35644
N 1.92736 0.08502 -0.05662
C 1.20995 -1.18828 -4.58875
C 1.38208 -2.20009 -3.63137
S -2.04231 0.28550 -1.97319
C 3.99917 0.51723 0.70322
H -6.73492 4.71344 -0.86136
H -0.68288 -3.78654 1.72241
H -3.07632 -4.25128 2.23169
C 2.46653 -3.06220 -3.81682
H 0.57229 -3.29017 -1.98348
H -0.04722 0.07616 2.09488
H 1.92296 -0.25315 -6.38810
H -3.08236 4.59737 0.05104
C -4.46302 1.58153 -1.92219
H 3.27062 1.46402 2.61214
C 2.07089 -1.04421 -5.66393
H 3.61847 -1.72713 -1.61762
H -1.58105 2.71898 -0.55740
C -1.46849 -3.13940 1.34598
H 0.38427 -0.49570 -4.46368
H -6.34586 2.60858 -1.86526
C -3.74952 -2.52328 1.11438
*
```

As for the orbital gap: 6.5 eV. For the highest occupied orbital energy, the calculation gives -4.05 eV.

Results of the Mulliken charge analysis, in e, for atoms 1 through 5: atom 1 (H): -0.07, atom 2 (N): 0.26, atom 3 (Cl): -0.28, atom 4 (C): -0.90, atom 5 (C): -0.37



Entry 4:
One molecule with the formula C25H25F3N4O3, computed with the ωB97M-V functional and the def2-TZVPD basis.

The geometry in ORCA input format:
```
! wB97M-V def2-TZVPD RIJCOSX def2/J DEFGRID3
* xyz 0 1
N 0.36742 -1.22379 -0.74904
H 4.23653 -0.49708 -3.02908
C -3.72765 -1.99559 -0.35460
N -0.81209 1.75001 1.76649
C -2.96616 0.53043 2.09439
C 4.53618 -0.85228 -0.94656
H -2.62067 2.67059 2.18281
C 4.68180 -1.23444 1.52064
C 1.79614 2.72185 -2.15506
H -3.70859 1.60312 0.54676
H 0.18893 1.10617 3.46404
H -1.12073 -3.43907 -1.06450
H -0.10882 -0.00803 -2.35960
C 3.75987 -0.70353 -2.08303
C 0.49242 2.21344 -0.19911
C 1.66841 1.93222 0.52030
H -4.99936 -0.87302 1.55066
H -1.91380 1.72500 3.52610
H -5.84826 0.44874 0.70618
C 3.89126 -1.12480 0.25126
C -1.91674 -0.68724 -1.46259
F 4.68600 -0.06886 2.21090
O -4.09853 -3.01316 0.19630
C 2.38759 -0.82870 -2.03211
C 2.96571 2.46906 -1.43637
H 2.43425 1.26193 2.43772
H -0.61974 -1.34195 1.11197
O -2.86579 -0.51422 2.69900
C 2.51481 -1.24351 0.32582
F 4.19177 -2.15286 2.36972
H 0.45057 -2.70764 0.72296
C 0.32869 1.42585 2.44262
C -2.08936 1.75260 2.44987
N -2.44148 -1.83262 -0.74641
H 3.80795 1.89058 0.44023
H -2.50473 -0.51482 -2.37050
H 1.85720 3.02107 -3.19063
C -4.91888 -0.12747 0.75534
O -1.87560 2.37986 -0.12289
H 5.60943 -0.76376 -0.98539
H -4.36455 -0.13783 -1.33991
C 0.57276 2.60270 -1.54080
H -0.43690 -1.73560 -2.63530
C -4.69524 -0.84634 -0.58448
F 5.96983 -1.54636 1.32434
C 1.54915 1.50795 1.87632
H 3.92362 2.58032 -1.92185
C 2.90579 2.08290 -0.11975
H -5.64585 -1.28378 -0.89193
H -1.96361 0.21575 -0.84734
C -1.45048 -2.76924 -0.26198
C -0.81009 2.13120 0.44059
H 1.82781 -0.72422 -2.94656
C -0.46996 -0.92687 -1.88950
N -3.85531 0.77936 1.11887
H -0.34672 2.81459 -2.06651
H -1.92599 -3.36905 0.51689
C 1.72650 -1.10847 -0.82563
H 2.05841 -1.42457 1.28501
C -0.26515 -1.99651 0.30493
*
```

Its SMILES is O=C(Cn1ccc2ccccc2c1=O)NCCC(=O)N1CCN(c2cccc(C(F)(F)F)c2)CC1. For the energy above the lowest of the compared OMol25 structures with the same formula, charge and spin, the calculation gives 0.0 kcal per mole. As for the orbital gap: 8.3 eV. For the highest occupied orbital energy, the calculation gives -8.02 eV.

Results of the Mulliken charge analysis, in e, for atoms 1 through 5: atom 1 (N): 0.84, atom 2 (H): 0.42, atom 3 (C): 0.69, atom 4 (N): 0.27, atom 5 (C): 0.68